No. 1
Entry from the Open Molecules 2025 dataset: a molecular structure, C33H30IrN4OS3 in a non-equilibrium geometry (ωB97M-V/def2-TZVPD).

## Properties
**Max |F|**: 1.58 eV/A
**Relative energy (zero: lowest compared OMol25 entry of this formula, charge and spin)**: 236.61 kJ/mol
**E_LUMO (spin up / spin down)**: -0.127 / -0.127 Ha
**Orbital gap (spin up / spin down)**: 6.986 / 6.981 eV

The geometry in ORCA input format:
```
! RIJCOSX wB97M-V def2-TZVPD def2/J DEFGRID3
* xyz 1 1
Ir -0.52 1.45 1.75
S -3.42 -2.03 3.73
S -2.65 2.28 1.18
S -2.94 -0.15 -1.29
O -1.55 -0.10 2.51
N 2.18 0.26 1.25
N 1.17 0.36 2.26
N 0.58 2.90 0.86
N -0.59 -5.63 -6.38
C -3.32 -1.65 2.06
C 2.77 4.98 -2.83
C -3.96 -2.57 1.29
C 2.53 5.64 -0.13
C -2.61 -0.41 1.61
C 4.06 -0.82 0.27
C 1.92 4.50 -0.64
C 0.44 -1.91 -3.50
C 1.17 3.64 0.21
C -4.34 -3.43 3.40
C -0.27 -2.13 -2.31
C -4.56 -3.60 2.07
C -2.01 -0.50 0.21
C -0.44 -3.95 -4.42
C -1.03 -3.28 -2.19
C -1.12 -4.18 -3.24
C -0.66 -1.25 0.17
C 0.13 -1.28 -1.14
C -4.69 1.11 2.17
C -0.75 0.26 0.16
C 2.54 -2.19 1.71
C -3.48 0.83 1.65
C -3.87 3.29 1.91
C 3.17 -0.81 1.51
C -0.52 -4.88 -5.51
C -4.91 2.53 2.30
C -0.32 0.30 -1.31
C 0.35 -2.80 -4.55
C 2.04 4.16 -1.99
C 3.99 -0.43 2.74
C 3.26 6.45 -0.98
C 3.38 6.12 -2.32
C -1.47 0.22 -2.09
H -5.83 2.96 2.67
H 1.61 0.81 3.06
H 2.87 4.73 -3.88
H 3.32 -2.95 1.78
H 4.39 0.58 2.63
H -1.60 -3.46 -1.28
H 4.88 -1.52 0.40
H 3.74 7.34 -0.60
H -5.11 -4.43 1.65
H 1.56 3.26 -2.36
H 1.06 -1.03 -3.59
H -1.72 -5.08 -3.14
H 3.95 6.76 -2.98
H 4.82 -1.12 2.87
H -4.02 -2.52 0.21
H 0.89 -2.62 -5.47
H 3.40 -0.48 3.66
H -0.43 -1.88 1.01
H 1.90 -2.46 0.86
H -5.38 0.35 2.51
H 4.48 0.17 0.09
H -4.67 -4.06 4.21
H 0.81 -0.54 2.57
H -3.80 4.36 1.83
H 1.70 0.11 0.37
H 2.43 5.89 0.92
H -1.56 0.36 -3.16
H 1.19 -1.47 -0.97
H 1.96 -2.27 2.63
H 3.50 -1.12 -0.61
*
```

---

No. 2
Entry from the Open Molecules 2025 dataset: a single C7H7N3O2 molecule in a non-equilibrium geometry (ωB97M-V/def2-TZVPD).

## Properties
**Max |F|**: 2.75 eV/A
**Relative energy (zero: lowest compared OMol25 entry of this formula, charge and spin)**: 0.00 kJ/mol
**E_LUMO**: 0.021 Ha
**Orbital gap**: 8.920 eV
**Structure (SMILES)**: O=C1NCc2cc(O)cnc2N1

The geometry in ORCA input format:
```
! RIJCOSX wB97M-V def2-TZVPD def2/J DEFGRID3
* xyz 0 1
O -3.79 -0.83 -0.22
O 3.66 0.26 -0.17
N -2.32 0.90 -0.28
N -1.60 -1.28 0.20
N 0.63 -1.83 -0.04
C -1.03 1.56 0.14
C 1.92 -1.46 -0.10
C 1.38 0.91 -0.02
C 0.07 0.52 0.10
C -0.28 -0.88 0.10
C -2.64 -0.43 -0.08
C 2.37 -0.14 -0.12
H -1.12 2.04 1.13
H -0.81 2.32 -0.64
H -3.17 1.51 -0.07
H 1.64 1.94 -0.05
H -1.79 -2.30 0.14
H 2.64 -2.31 -0.10
H 4.25 -0.49 0.09
*
```

---

No. 3
Entry from the Open Molecules 2025 dataset: a molecular structure, C43H71NO3P2S3ScSi in a non-equilibrium geometry (ωB97M-V/def2-TZVPD).

## Properties
**Max |F|**: 1.53 eV/A
**Relative energy (zero: lowest compared OMol25 entry of this formula, charge and spin)**: 0.00 kJ/mol
**E_LUMO**: -0.286 Ha
**Orbital gap**: 7.996 eV

The geometry in ORCA input format:
```
! RIJCOSX wB97M-V def2-TZVPD def2/J DEFGRID3
* xyz 3 1
Sc -1.87 0.08 -0.09
S -6.69 1.94 0.07
S -4.13 -0.68 1.09
S -3.11 2.37 0.92
P 1.51 -0.70 2.11
P -0.31 -0.44 -2.50
Si 0.71 -2.82 0.20
O -2.55 -1.88 -1.04
O -1.02 -0.89 1.32
O -0.51 1.75 -0.27
N 0.33 -1.28 1.00
C 2.52 -0.66 -2.89
C 2.89 2.29 -3.10
C 1.41 -0.45 6.22
C 2.07 -0.52 4.82
C 0.74 -4.86 -3.21
C -2.35 2.40 -3.07
C 2.07 3.76 1.48
C 5.12 -2.47 1.56
C 3.22 1.56 2.09
C 3.76 -0.04 -3.57
C -6.04 0.47 -0.79
C -1.64 0.00 -3.73
C 0.79 3.40 2.27
C 0.79 1.94 2.81
C 4.81 -3.38 0.57
C 0.77 -4.36 -1.93
C 1.67 1.67 -2.42
C 1.33 0.30 -3.06
C -2.70 0.92 -3.10
C -0.17 -4.28 0.99
C 1.00 -1.00 3.80
C -1.24 0.59 -5.10
C 0.27 -4.08 -4.24
C 2.53 -2.71 0.65
C 2.88 -1.75 1.58
C 0.61 -2.46 4.08
C 4.16 -1.63 2.08
C -5.52 3.19 -0.49
C 0.74 -2.78 5.57
C 3.25 3.10 2.19
C -5.65 -0.68 0.10
C -0.01 -2.22 -2.71
C 4.09 1.34 -3.02
C -4.43 3.56 0.50
C 3.51 -3.53 0.10
C -0.08 -2.77 -3.99
C -0.92 2.10 -5.10
C 0.38 -3.04 -1.64
C -2.06 2.89 -4.48
C -3.48 1.62 2.49
C -4.42 0.43 2.50
C 0.35 -1.57 6.43
C 1.74 1.08 1.93
H 6.13 -2.41 1.96
H -3.20 2.94 -2.68
H -5.11 2.86 -1.46
H 1.96 1.51 -1.34
H -2.10 -0.97 -3.93
H 2.54 0.43 4.64
H 2.62 2.50 -4.14
H -1.48 2.57 -2.43
H -0.55 2.56 0.26
H 1.77 -3.04 5.78
H -5.56 -1.59 -0.53
H 1.11 -5.03 -1.17
H 4.90 1.74 -3.62
H -0.43 -2.64 3.74
H -0.28 -4.18 2.08
H -1.87 3.95 -4.49
H -1.20 -4.36 0.59
H -0.34 -2.15 -4.84
H 0.33 -5.25 0.81
H 0.83 2.37 -2.45
H 0.29 1.72 -0.81
H -0.47 0.01 -5.59
H 3.20 3.38 3.25
H 4.44 -0.88 2.82
H 0.12 -0.39 3.91
H -2.97 2.77 -5.05
H 3.66 1.12 3.00
H 3.55 0.05 -4.65
H -2.13 0.49 -5.75
H 4.19 3.50 1.83
H -6.80 0.08 -1.45
H 4.42 1.25 -1.98
H -3.86 2.38 3.18
H 0.02 2.32 -4.61
H -2.52 1.29 2.86
H -5.18 0.77 -1.39
H -1.95 -2.35 -1.63
H 2.30 -1.63 -3.33
H -6.09 4.11 -0.62
H -5.46 0.77 2.40
H 2.72 -0.86 -1.83
H -4.90 3.83 1.47
H 0.14 -3.67 5.85
H 3.30 -4.24 -0.67
H 3.84 1.16 1.30
H -3.60 0.82 -3.72
H 3.15 3.22 -2.61
H 2.16 4.83 1.41
H 2.00 3.39 0.43
H 1.24 -3.14 3.51
H 1.48 1.22 0.88
H -3.03 0.54 -2.10
H 4.62 -0.70 -3.46
H -0.12 3.60 1.67
H 1.26 0.47 -4.14
H 1.05 -5.87 -3.39
H 2.19 -0.52 6.99
H 2.88 -1.27 4.82
H -4.31 -0.15 3.43
H 0.70 4.07 3.15
H -3.00 -2.60 -0.55
H 0.27 -1.80 7.49
H 1.15 1.94 3.83
H -0.61 -1.20 6.10
H -0.21 1.53 2.83
H 0.94 0.51 6.33
H 5.62 -4.02 0.20
H 0.18 -4.49 -5.24
H -3.87 4.44 0.15
H -0.77 2.42 -6.13
H -6.43 -0.85 0.83
*
```

---

The lowest max |F| belongs to which entry?
C43H71NO3P2S3ScSi

---

Among the records above, which one has the highest max |F|?
C7H7N3O2

---

Which of these has the highest max |F|?
C7H7N3O2